1.
Molecular formula: C2H5NO2
Method: DFT, ωB97M-V/def2-TZVPD

Values from the calculation:
strongest force on any atom: 3.7 eV Å⁻¹
<S²>: 2.009
LUMO (alpha / beta): 0.67 / -2.32 eV
highest occupied orbital energy (alpha / beta): -0.3302 / -0.4026 Ha
spin multiplicity: 3
HOMO-LUMO gap (alpha / beta): 9.65 / 8.63 eV

CARTESIAN COORDINATES (ANGSTROEM)
C -0.770 -0.629 -0.808
C 1.480 1.062 0.323
N 2.235 -0.120 0.165
O 2.287 -0.896 1.064
O 2.727 -0.381 -0.924
H -0.540 -1.588 -0.183
H -1.092 0.246 -0.327
H -0.358 -0.653 -1.802
H 1.568 1.749 -0.540
H 1.255 1.368 1.372

Atom charges from the natural (NBO) analysis, given in e for atoms 1 to 2:
1. C -0.51
2. C -0.09

=====

2.
Molecular formula: C48H118N10O4
Method: DFT, ωB97M-V/def2-TZVPD

Values from the calculation:
strongest force on any atom: 2.9 eV Å⁻¹
LUMO: 0.54 eV
highest occupied orbital energy: -0.2851 Ha
SMILES: CCN(CC)CC.CCN(CC)CC.CCN(CC)CC.CCN(CC)CC.CCN(CC)CC.CCN(CC)CC.CNC(C)=O.CNC(C)=O.CNC(C)=O.CNC(C)=O
HOMO-LUMO gap: 8.30 eV

CARTESIAN COORDINATES (ANGSTROEM)
C -4.681 -2.633 -6.818
C -5.654 -1.903 -5.874
N -5.036 -1.310 -4.677
C -3.877 -0.437 -4.917
C -4.204 0.627 -5.998
C -4.546 -2.405 -3.799
C -4.723 -1.954 -2.346
H -5.149 -3.166 -7.648
H -4.081 -3.437 -6.382
H -3.967 -1.895 -7.193
H -6.327 -1.180 -6.329
H -6.313 -2.742 -5.624
H -3.585 0.073 -3.999
H -3.010 -1.000 -5.284
H -3.775 0.289 -6.937
H -5.283 0.750 -6.060
H -3.768 1.588 -5.727
H -3.520 -2.749 -3.966
H -5.159 -3.306 -3.885
H -3.900 -1.292 -2.058
H -4.820 -2.809 -1.680
H -5.608 -1.339 -2.197
C 6.457 -1.539 2.255
C 7.594 -0.539 2.384
N 8.126 -0.374 3.745
C 9.259 0.543 3.719
C 8.830 1.993 3.418
C 8.390 -1.638 4.416
C 9.615 -2.425 3.824
H 6.788 -2.554 2.491
H 6.113 -1.690 1.229
H 5.588 -1.320 2.878
H 8.379 -0.959 1.731
H 7.374 0.419 1.922
H 9.491 0.718 4.775
H 10.051 0.222 3.037
H 8.016 2.327 4.054
H 9.769 2.538 3.559
H 8.572 2.175 2.371
H 7.468 -2.210 4.464
H 8.697 -1.450 5.448
H 9.542 -3.464 4.147
H 10.484 -1.930 4.247
H 9.577 -2.438 2.737
C -0.254 1.998 1.502
C -0.388 0.758 0.595
N 0.578 0.642 -0.476
C 1.960 0.649 0.022
C 2.453 -0.604 0.776
C 0.342 -0.491 -1.343
C -0.970 -0.425 -2.162
H -1.168 2.313 1.993
H 0.227 2.823 0.969
H 0.520 1.736 2.229
H -0.321 -0.157 1.199
H -1.429 0.854 0.276
H 2.700 0.807 -0.773
H 2.109 1.579 0.576
H 2.538 -1.402 0.042
H 3.318 -0.448 1.417
H 1.666 -0.900 1.480
H 0.367 -1.438 -0.781
H 1.184 -0.633 -2.031
H -0.886 0.322 -2.953
H -1.844 -0.210 -1.553
H -1.055 -1.360 -2.720
C 3.439 -1.066 -7.398
C 3.501 -2.190 -6.351
N 3.538 -1.676 -4.965
C 4.875 -1.094 -4.736
C 4.943 -0.482 -3.331
C 3.227 -2.816 -4.103
C 1.709 -3.088 -4.070
H 4.236 -0.328 -7.365
H 2.490 -0.556 -7.216
H 3.398 -1.508 -8.394
H 2.592 -2.765 -6.501
H 4.387 -2.822 -6.496
H 5.169 -0.430 -5.543
H 5.664 -1.866 -4.753
H 4.728 -1.241 -2.586
H 4.182 0.303 -3.258
H 5.861 0.058 -3.100
H 3.665 -3.754 -4.481
H 3.595 -2.712 -3.085
H 1.122 -2.204 -3.805
H 1.280 -3.529 -4.963
H 1.548 -3.730 -3.196
C -1.295 -6.560 2.973
C -0.593 -5.286 2.540
N -0.987 -4.709 1.272
C -2.325 -4.111 1.447
C -2.894 -3.375 0.245
C -0.102 -3.675 0.771
C 1.293 -4.190 0.479
H -1.004 -6.844 3.984
H -1.135 -7.377 2.269
H -2.379 -6.423 3.036
H -0.645 -4.499 3.315
H 0.470 -5.545 2.591
H -3.006 -4.922 1.708
H -2.273 -3.417 2.299
H -2.235 -2.533 0.016
H -2.888 -3.989 -0.657
H -3.865 -2.947 0.477
H -0.197 -2.732 1.334
H -0.473 -3.391 -0.220
H 1.911 -4.432 1.353
H 1.868 -3.534 -0.171
H 1.284 -5.222 0.111
C -4.885 6.898 2.763
C -3.863 5.832 2.379
N -4.244 4.491 2.829
C -5.480 3.926 2.279
C -6.104 2.911 3.211
C -3.145 3.553 2.828
C -1.882 3.995 3.581
H -5.028 6.864 3.845
H -5.845 6.660 2.312
H -4.505 7.888 2.519
H -3.743 5.702 1.288
H -2.910 6.172 2.779
H -6.177 4.736 2.091
H -5.137 3.386 1.381
H -7.061 2.556 2.829
H -5.461 2.060 3.429
H -6.295 3.414 4.165
H -2.914 3.135 1.832
H -3.480 2.675 3.390
H -1.264 3.129 3.814
H -2.124 4.504 4.514
H -1.310 4.681 2.954
C 1.432 1.318 -4.616
N 0.944 1.996 -3.460
C 0.159 3.082 -3.499
C -0.253 3.752 -2.217
O -0.427 3.430 -4.525
H 1.787 0.323 -4.330
H 2.249 1.733 -5.204
H 0.594 1.066 -5.275
H 0.951 1.563 -2.547
H -1.236 3.480 -1.822
H -0.397 4.820 -2.378
H 0.437 3.570 -1.390
C -4.066 1.295 5.238
N -3.388 0.489 4.232
C -2.079 0.154 4.289
C -1.248 0.559 5.485
O -1.602 -0.589 3.437
H -3.609 2.270 5.417
H -4.065 0.755 6.193
H -5.128 1.460 5.071
H -3.960 0.307 3.427
H -1.814 0.445 6.411
H -1.114 1.642 5.388
H -0.329 -0.008 5.446
C -7.647 0.641 -2.910
N -6.222 0.922 -2.899
C -5.654 1.761 -2.016
C -4.154 2.085 -2.172
O -6.282 2.249 -1.086
H -8.223 1.515 -2.616
H -7.953 -0.214 -2.306
H -7.870 0.383 -3.946
H -5.733 0.627 -3.731
H -3.686 1.132 -1.896
H -3.852 2.761 -1.382
H -3.973 2.364 -3.206
C 2.247 2.771 6.963
N 3.259 2.181 6.067
C 3.027 2.034 4.745
C 4.078 1.275 3.960
O 1.956 2.334 4.242
H 1.337 2.203 6.768
H 2.173 3.819 6.693
H 2.496 2.539 7.994
H 4.169 1.979 6.438
H 4.026 1.625 2.932
H 3.861 0.214 4.097
H 5.124 1.337 4.274

Atom charges from the Mulliken analysis, given in e for atoms 1 to 2:
1. C -1.04
2. C -0.81

=====

3.
Molecular formula: C2H2F3NO
Method: DFT, ωB97M-V/def2-TZVPD

Values from the calculation:
strongest force on any atom: 4.5 eV Å⁻¹
LUMO (alpha / beta): -0.46 / 0.02 eV
highest occupied orbital energy (alpha / beta): -0.3575 / -0.3660 Ha
HOMO-LUMO gap (alpha / beta): 9.27 / 9.98 eV

CARTESIAN COORDINATES (ANGSTROEM)
C 1.560 -0.423 0.392
C -1.576 0.410 -0.559
N 1.092 -0.626 1.781
O 0.471 0.286 1.023
F -2.675 0.712 0.094
F -1.187 1.395 -1.396
F -1.828 -0.733 -1.215
H 2.626 0.090 0.276
H 1.516 -1.111 -0.396

Atom charges from the natural (NBO) analysis, given in e for atoms 1 to 2:
1. C -0.05
2. C 0.98

=====

4.
Molecular formula: C4H4N2O2
Method: DFT, ωB97M-V/def2-TZVPD

Values from the calculation:
strongest force on any atom: 6.8 eV Å⁻¹
LUMO: -0.43 eV
highest occupied orbital energy: -0.2986 Ha
HOMO-LUMO gap: 7.69 eV

CARTESIAN COORDINATES (ANGSTROEM)
C -1.064 -0.343 -0.163
C 0.762 0.783 -0.013
C 2.216 0.096 0.152
C 0.272 -0.559 -0.100
H -3.035 -0.680 0.842
H 3.197 0.087 -0.516
H 2.504 0.593 1.049
H 1.597 -1.934 -0.637
N -0.167 1.726 -0.012
N 1.602 -1.191 0.019
O -2.054 -1.137 0.096
O -1.374 0.927 -0.102

Atom charges from the natural (NBO) analysis, given in e for atoms 1 to 2:
1. C 0.57
2. C 0.14

=====

5.
Molecular formula: C47H39ClNO5P2PtS5
Method: DFT, ωB97M-V/def2-TZVPD

Values from the calculation:
strongest force on any atom: 0.9 eV Å⁻¹
LUMO (alpha / beta): -5.08 / -5.08 eV
highest occupied orbital energy (alpha / beta): -0.3804 / -0.3804 Ha
charge: +1
HOMO-LUMO gap (alpha / beta): 5.27 / 5.27 eV

CARTESIAN COORDINATES (ANGSTROEM)
Pt 0.067 0.267 0.290
C -2.629 2.330 -1.348
C -1.989 3.245 -0.351
P -1.287 2.109 0.910
C -2.831 1.451 1.614
C -3.107 0.086 1.618
C -4.329 -0.381 2.083
C -5.280 0.512 2.553
C -5.011 1.875 2.558
C -3.796 2.344 2.088
C -0.647 3.324 2.093
C -1.003 3.263 3.441
C -0.531 4.217 4.328
C 0.296 5.234 3.876
C 0.650 5.299 2.537
C 0.184 4.348 1.645
C -1.609 1.603 -2.039
P 0.369 -0.467 -1.972
C -1.049 -1.442 -2.563
C -1.994 -1.877 -1.634
C -3.058 -2.678 -2.025
C -3.186 -3.054 -3.354
C -2.238 -2.645 -4.287
C -1.170 -1.857 -3.892
C 0.706 0.750 -3.290
C 1.929 1.421 -3.262
C 2.217 2.406 -4.192
C 1.296 2.742 -5.171
C 0.086 2.067 -5.233
C -0.201 1.076 -4.307
H -3.247 2.805 -2.134
H -3.341 1.630 -0.881
H -2.681 3.929 0.136
H -1.186 3.829 -0.800
H -2.352 -0.614 1.285
H -4.530 -1.444 2.092
H -6.228 0.147 2.925
H -5.747 2.573 2.936
H -3.593 3.408 2.116
H -1.650 2.475 3.806
H -0.809 4.162 5.372
H 0.670 5.975 4.571
H 1.308 6.081 2.184
H 0.509 4.387 0.615
H -0.590 1.967 -2.025
H -1.868 0.817 -2.733
H -1.891 -1.583 -0.596
H -3.782 -3.009 -1.291
H -4.015 -3.676 -3.664
H -2.325 -2.953 -5.320
H -0.430 -1.564 -4.625
H 2.653 1.184 -2.500
H 3.168 2.919 -4.134
H 1.524 3.517 -5.891
H -0.632 2.296 -6.010
H -1.129 0.534 -4.426
S 0.326 0.473 2.604
C 1.305 -0.911 2.298
N 0.961 -1.584 1.211
C 1.758 -2.732 1.101
C 1.565 -3.784 0.221
C 2.376 -4.897 0.317
C 3.366 -4.978 1.297
C 3.540 -3.960 2.213
C 2.724 -2.841 2.107
S 2.646 -1.480 3.191
H 0.793 -3.721 -0.525
H 2.240 -5.714 -0.380
H 3.995 -5.857 1.353
H 4.283 -4.037 2.996
O 1.600 -1.491 -1.930
C 2.524 -2.177 -2.886
C 3.087 -1.271 -3.962
C 4.300 -0.635 -3.932
C 4.562 0.125 -5.096
C 3.545 0.053 -5.999
S 2.289 -0.957 -5.455
C 3.669 -2.608 -1.986
C 4.156 -1.922 -0.916
C 5.338 -2.507 -0.387
C 5.723 -3.615 -1.075
S 4.655 -3.966 -2.361
C 1.794 -3.367 -3.492
C 0.639 -3.977 -3.094
C 0.324 -5.135 -3.851
C 1.253 -5.390 -4.811
S 2.488 -4.218 -4.821
H 4.984 -0.715 -3.101
H 5.468 0.690 -5.258
H 3.482 0.518 -6.970
H 3.698 -1.029 -0.521
H 5.874 -2.114 0.465
H 6.570 -4.256 -0.891
H 0.006 -3.603 -2.308
H -0.554 -5.743 -3.686
H 1.269 -6.196 -5.528
O 2.497 2.500 1.413
Cl 2.680 2.296 0.009
O 3.731 3.106 -0.515
O 1.436 2.612 -0.693
O 2.964 0.888 -0.232

Atom charges from the Mulliken analysis, given in e for atoms 1 to 2:
1. Pt 3.20
2. C -1.33

=====

6.
Molecular formula: C34H30F6GeN3O7PbS2Se2
Method: DFT, ωB97M-V/def2-TZVPD

Values from the calculation:
strongest force on any atom: 0.6 eV Å⁻¹
<S²>: 0.753
LUMO (alpha / beta): -5.63 / -5.99 eV
highest occupied orbital energy (alpha / beta): -0.4813 / -0.5047 Ha
charge: +2
spin multiplicity: 2
HOMO-LUMO gap (alpha / beta): 7.47 / 7.74 eV

CARTESIAN COORDINATES (ANGSTROEM)
Pb -1.653 1.226 -1.095
F 4.752 1.517 -0.018
C 3.892 0.896 0.754
F 4.514 0.055 1.565
F 3.191 1.772 1.472
S 2.751 -0.104 -0.296
O 1.757 -0.603 0.707
O 3.513 -1.098 -0.965
N 2.121 1.046 -1.156
S 1.308 0.636 -2.459
O 0.593 -0.608 -2.277
O 0.519 1.776 -2.859
C 2.586 0.332 -3.808
F 2.268 1.079 -4.850
F 2.544 -0.947 -4.135
F 3.784 0.654 -3.366
C 0.180 1.781 3.678
C -0.511 2.348 2.486
C -0.971 3.768 2.474
O -0.033 1.943 1.275
C -2.458 1.425 2.592
O -2.693 1.343 3.741
O -2.735 1.286 1.428
H 1.201 2.174 3.716
H 0.230 0.691 3.630
H -0.337 2.061 4.591
H -0.090 4.419 2.473
H -1.564 3.996 3.357
H -1.550 3.987 1.575
H 0.517 1.147 1.391
Se -5.016 2.753 -3.017
Se -4.176 2.921 -0.865
C -2.770 4.204 -1.202
C -2.999 5.564 -1.181
C -1.928 6.403 -1.469
C -0.690 5.853 -1.757
C -0.546 4.474 -1.739
N -1.574 3.667 -1.465
C -3.967 1.345 -3.802
C -4.439 0.933 -5.043
C -3.765 -0.072 -5.709
C -2.651 -0.650 -5.115
C -2.254 -0.186 -3.882
N -2.893 0.808 -3.231
H -3.980 5.957 -0.953
H -2.064 7.476 -1.468
H 0.160 6.477 -1.991
H 0.399 3.993 -1.947
H -5.323 1.384 -5.474
H -4.112 -0.405 -6.679
H -2.097 -1.444 -5.597
H -1.392 -0.610 -3.384
C 0.956 -1.299 5.813
C -0.201 -1.706 5.165
C -0.151 -2.079 3.828
C 1.055 -2.032 3.126
C 2.215 -1.624 3.792
C 2.166 -1.262 5.128
Ge 1.151 -2.495 1.271
C -0.514 -2.511 0.309
C -1.514 -1.600 0.658
C -2.744 -1.600 0.012
C -2.985 -2.522 -1.002
C -2.008 -3.444 -1.347
C -0.783 -3.446 -0.689
C 2.513 -3.697 0.717
C 3.221 -4.393 1.699
C 4.175 -5.334 1.338
C 4.423 -5.584 -0.002
C 3.721 -4.899 -0.988
C 2.768 -3.962 -0.633
H 0.919 -1.021 6.858
H -1.140 -1.747 5.703
H -1.057 -2.426 3.347
H 3.164 -1.584 3.268
H 3.068 -0.954 5.640
H -1.335 -0.883 1.454
H -3.524 -0.916 0.330
H -3.946 -2.537 -1.502
H -2.205 -4.182 -2.114
H -0.044 -4.192 -0.957
H 3.026 -4.215 2.750
H 4.719 -5.872 2.103
H 5.169 -6.315 -0.284
H 3.924 -5.096 -2.032
H 2.250 -3.413 -1.410

Atom charges from the Mulliken analysis, given in e for atoms 1 to 2:
1. Pb 2.17
2. F -0.18

=====

7.
Molecular formula: C26H43Br3O15
Method: DFT, ωB97M-V/def2-TZVPD

Values from the calculation:
strongest force on any atom: 7.0 eV Å⁻¹
LUMO: -0.58 eV
highest occupied orbital energy: -0.3415 Ha
SMILES: C[C@H]1COC(=O)O1.C[C@H]1COC(=O)O1.C[C@H]1COC(=O)O1.C[C@H]1COC(=O)O1.BrC(Br)Br.CC(C)=O.CC(C)=O.CC(C)=O
HOMO-LUMO gap: 8.72 eV

CARTESIAN COORDINATES (ANGSTROEM)
C 3.857 0.578 9.413
C 2.996 0.946 10.609
C 3.484 0.514 11.964
O 3.389 1.657 12.777
C 3.008 2.684 11.947
O 2.857 3.837 12.357
O 2.892 2.358 10.715
H 4.871 0.975 9.366
H 3.434 1.174 8.604
H 3.817 -0.485 9.175
H 1.992 0.566 10.417
H 4.464 0.045 11.874
H 2.750 -0.235 12.262
C 4.413 -3.851 -7.081
C 3.544 -4.314 -5.943
C 2.942 -3.047 -5.171
O 1.584 -3.217 -5.385
C 1.313 -4.402 -5.997
O 0.152 -4.757 -6.136
O 2.420 -5.039 -6.383
H 4.744 -4.782 -7.540
H 5.292 -3.364 -6.660
H 3.904 -3.194 -7.787
H 4.100 -4.846 -5.170
H 3.240 -2.105 -5.630
H 3.306 -3.192 -4.154
C -6.012 -2.320 -6.704
C -6.344 -2.468 -5.255
C -5.918 -1.245 -4.466
O -7.064 -0.887 -3.771
C -8.117 -1.613 -4.170
O -9.281 -1.401 -3.730
O -7.778 -2.397 -5.101
H -4.935 -2.169 -6.777
H -6.528 -1.460 -7.130
H -6.322 -3.144 -7.347
H -5.955 -3.413 -4.874
H -5.661 -0.456 -5.172
H -5.034 -1.289 -3.829
C -1.106 3.227 -3.987
C -0.254 4.187 -3.241
C -0.489 5.655 -3.513
O -0.738 6.270 -2.220
C -0.978 5.303 -1.316
O -1.234 5.497 -0.151
O -0.800 4.117 -1.959
H -2.181 3.386 -3.905
H -0.915 2.225 -3.602
H -0.804 3.174 -5.032
H 0.804 3.933 -3.302
H -1.289 5.739 -4.249
H 0.424 6.012 -3.989
Br -0.244 -1.408 0.380
C 1.702 -1.571 0.900
Br 1.879 -1.386 2.872
Br 2.872 -0.263 -0.008
H 1.992 -2.599 0.679
C 3.359 9.252 1.401
C 3.544 7.807 1.792
C 3.934 6.830 0.746
O 3.333 7.464 2.934
H 2.575 9.792 1.932
H 3.039 9.266 0.359
H 4.255 9.867 1.482
H 3.455 6.920 -0.229
H 3.739 5.804 1.057
H 4.997 6.814 0.506
C -7.623 1.509 3.577
C -6.435 0.988 2.754
C -5.322 2.042 2.429
O -6.399 -0.188 2.481
H -8.584 1.407 3.073
H -7.495 2.558 3.844
H -7.684 0.816 4.416
H -5.615 2.983 2.894
H -5.147 2.201 1.365
H -4.517 1.543 2.970
C 2.502 -8.470 1.152
C 3.282 -8.191 -0.104
C 3.456 -9.298 -1.124
O 3.747 -7.069 -0.311
H 3.057 -8.325 2.079
H 2.053 -9.448 0.980
H 1.641 -7.803 1.117
H 4.224 -9.154 -1.884
H 2.515 -9.471 -1.645
H 3.655 -10.182 -0.517

Atom charges from the Mulliken analysis, given in e for atoms 1 to 2:
1. C -1.48
2. C 0.46

=====

The records above give, respectively, ΔE to the lowest compared entry with this formula, charge and spin values of 192.92; 114.47; 664.10; 766.36; 219.84; 27.91; 83.23 kJ/mol.